Formula: C22H48N2O12P2
Source: the OMol25 dataset
Level of theory: ωB97M-V/def2-TZVPD

CARTESIAN COORDINATES (ANGSTROEM)
O 1.42 -1.46 5.20
H 0.32 -1.46 1.37
C 2.78 0.22 3.74
O 3.23 0.09 5.08
H -5.23 -0.84 -0.97
H -1.95 -4.17 1.43
N -1.62 0.48 1.90
C 0.74 -0.77 0.55
H -0.92 0.04 -10.68
O -0.14 2.42 1.29
H 2.62 -0.76 3.28
H 0.15 -0.04 -2.13
H 0.76 0.78 4.38
H 4.38 -3.18 9.39
O -5.34 2.05 -1.52
H 2.32 3.54 -6.80
P 2.69 -1.17 6.02
O -1.08 1.38 -8.25
C -0.52 1.24 -3.66
H 5.28 -0.95 8.57
H -1.59 2.24 -10.01
H -3.97 0.11 2.59
H -5.09 1.95 1.46
H 1.54 -0.09 1.07
H 0.30 1.15 -11.31
H 1.09 1.04 2.66
C -1.85 -0.27 -0.39
C 2.57 2.48 -8.65
C -2.43 -0.52 1.09
H 3.65 2.63 -8.71
C -1.27 0.46 -4.74
C -5.22 1.14 -0.62
C -3.96 -0.05 1.43
C 4.32 -1.36 8.23
H -3.30 -2.66 -0.55
C -1.87 -3.18 0.80
H -2.32 0.38 -4.46
H 2.33 1.51 -9.09
H 0.63 0.16 -9.87
H -0.74 -3.12 0.53
H 1.34 -1.41 -0.22
H 2.65 1.83 -6.60
H -2.02 -1.06 -1.22
H 5.30 -3.25 7.88
H -1.04 0.07 2.67
H 0.04 -1.17 7.08
H -3.43 -2.32 2.16
H -0.88 -0.56 -4.83
O -1.21 1.14 -5.99
H 3.55 -3.35 7.82
H -1.69 -1.98 2.69
C 4.39 -2.87 8.34
O -5.91 -0.12 -0.92
O 1.92 -0.26 7.19
H 1.25 0.91 -1.34
H 1.77 2.12 3.89
O 0.69 2.36 -7.09
H 1.58 -1.20 9.73
C -0.33 0.24 -0.12
C -2.38 -1.99 1.76
H 3.58 0.71 3.17
H 0.48 1.56 -3.98
O 4.13 -0.92 6.91
H -4.74 -0.87 1.23
P 0.02 0.83 -7.06
H -3.45 2.04 0.57
C -0.13 0.74 -10.40
C 1.53 1.08 3.66
H 3.57 -0.93 8.89
C -0.69 1.84 -9.53
H 0.04 -2.01 9.40
H 1.52 -2.56 8.60
O 1.00 0.26 -6.02
H 0.20 0.17 8.20
H 2.09 3.26 -9.25
H -0.01 2.68 -9.44
O -2.67 -3.41 -0.39
C 0.98 -1.67 8.95
N 0.22 0.73 -1.42
C -0.64 1.27 1.08
H -0.41 0.63 -2.73
C 2.09 2.54 -7.21
C -4.37 1.37 0.76
H -1.07 2.15 -3.41
C 0.72 -0.72 7.80
H -2.31 0.68 -0.91

Calculated total energy ... -2561.89005 Eh
Maximum force ... 0.1801 Eh/bohr
SMILES string ... C[C@@]1(N)C[C@](CCO)(CCC(=O)O)NC1=O.CCOP(=O)(OCC)OCC.CCOP(=O)(OCC)OCC
HOMO energy ... -8.8741 eV
HOMO-LUMO gap ... 7.2 eV
Lowest unoccupied orbital energy ... -1.7 eV
Total charge ... 0

---

Formula: C22H48N3O6PtS5
Source: the OMol25 dataset
Level of theory: ωB97M-V/def2-TZVPD

CARTESIAN COORDINATES (ANGSTROEM)
H -0.18 -4.77 -0.85
H -6.12 -0.86 0.44
C -0.12 -3.76 -0.46
S -1.14 -2.62 -1.42
H 4.18 -1.56 -3.72
O 0.69 1.16 1.30
H -1.12 0.54 -6.44
H -0.73 1.86 -7.53
H -0.16 -3.73 -3.39
C 3.15 -0.42 -2.22
H -0.99 1.70 -0.59
H 5.22 1.57 4.99
C -0.16 -2.75 -2.92
H -0.76 -2.14 3.34
H -5.99 -2.56 0.11
H -3.53 -0.41 0.81
H -0.66 -2.18 -3.71
H -3.16 1.42 -4.66
H -1.73 0.59 -4.05
H 0.50 2.93 -2.65
C -2.18 1.57 -4.20
H -2.32 2.11 -3.27
H 0.60 -1.69 4.31
N 1.89 2.64 -1.09
H 2.73 -0.74 1.85
C 2.61 3.65 -2.93
C -0.35 0.30 0.97
H -2.14 0.75 5.20
H -3.73 1.00 4.43
C 1.09 -3.14 2.95
H -0.11 -3.28 4.63
O -0.80 2.85 3.52
C -3.52 -1.50 0.89
N 1.86 -3.66 2.28
H 0.83 -2.33 -2.72
H -4.23 3.09 2.52
C 3.19 3.01 -0.84
H 3.84 -1.55 2.78
H 3.68 0.68 5.15
S -4.79 -1.83 2.12
C 0.11 -2.55 3.86
H 0.01 -0.74 0.91
H 3.68 2.74 0.08
Pt 1.10 2.08 3.08
S -2.28 2.75 3.86
S -1.17 2.59 -5.30
C -6.13 -1.84 0.92
O 3.18 1.95 2.68
H 1.29 2.19 -0.43
H -2.46 1.63 -7.05
C 3.80 -2.48 -1.69
C -3.19 2.84 2.33
C -2.65 1.06 4.29
H -2.36 0.41 3.46
C 3.26 -0.62 2.80
H -1.20 0.37 1.66
H -0.59 -3.79 0.53
O -2.48 -3.23 -1.61
H 2.95 0.55 -2.67
H 4.17 -3.49 -1.82
N 2.89 -0.61 -0.89
C 3.69 3.49 -2.03
H -2.76 3.67 1.76
H -2.48 -1.73 1.15
H 2.40 0.08 -0.35
C 4.64 0.73 4.63
H 5.18 -0.20 4.77
H -7.10 -1.97 1.40
C 1.51 3.09 -2.33
H -0.06 0.46 -1.24
O -1.91 3.86 -5.44
H 0.90 -3.40 -0.39
H -3.10 1.93 1.75
H 2.49 -0.60 3.57
H -1.72 0.14 -0.74
C 3.72 -1.54 -2.75
C -1.41 1.55 -6.75
C -0.79 0.63 -0.45
O -4.89 -0.55 2.88
C 3.31 -1.89 -0.56
H 3.18 -2.33 0.42
H -3.69 -1.95 -0.09
S 4.23 0.86 2.88
H 2.65 4.12 -3.90
H 4.73 3.77 -2.12

Calculated total energy ... -3592.50120 Eh
Maximum force ... 0.0309 Eh/bohr
2S+1 ... 3
⟨S²⟩ ... 2.01
HOMO energy (spin up / spin down) ... -10.1665 / -10.1664 eV
HOMO-LUMO gap (spin up / spin down) ... 7.0 / 4.6 eV
Lowest unoccupied orbital energy (spin up / spin down) ... -3.2 / -5.6 eV
Total charge ... +1

---

Question: Look up the calculated total energy of the first one.
Answer: -2561.89005 Eh

---

Please write out number 1 again, unchanged.
Formula: C22H48N2O12P2
Source: the OMol25 dataset
Level of theory: ωB97M-V/def2-TZVPD

CARTESIAN COORDINATES (ANGSTROEM)
O 1.42 -1.46 5.20
H 0.32 -1.46 1.37
C 2.78 0.22 3.74
O 3.23 0.09 5.08
H -5.23 -0.84 -0.97
H -1.95 -4.17 1.43
N -1.62 0.48 1.90
C 0.74 -0.77 0.55
H -0.92 0.04 -10.68
O -0.14 2.42 1.29
H 2.62 -0.76 3.28
H 0.15 -0.04 -2.13
H 0.76 0.78 4.38
H 4.38 -3.18 9.39
O -5.34 2.05 -1.52
H 2.32 3.54 -6.80
P 2.69 -1.17 6.02
O -1.08 1.38 -8.25
C -0.52 1.24 -3.66
H 5.28 -0.95 8.57
H -1.59 2.24 -10.01
H -3.97 0.11 2.59
H -5.09 1.95 1.46
H 1.54 -0.09 1.07
H 0.30 1.15 -11.31
H 1.09 1.04 2.66
C -1.85 -0.27 -0.39
C 2.57 2.48 -8.65
C -2.43 -0.52 1.09
H 3.65 2.63 -8.71
C -1.27 0.46 -4.74
C -5.22 1.14 -0.62
C -3.96 -0.05 1.43
C 4.32 -1.36 8.23
H -3.30 -2.66 -0.55
C -1.87 -3.18 0.80
H -2.32 0.38 -4.46
H 2.33 1.51 -9.09
H 0.63 0.16 -9.87
H -0.74 -3.12 0.53
H 1.34 -1.41 -0.22
H 2.65 1.83 -6.60
H -2.02 -1.06 -1.22
H 5.30 -3.25 7.88
H -1.04 0.07 2.67
H 0.04 -1.17 7.08
H -3.43 -2.32 2.16
H -0.88 -0.56 -4.83
O -1.21 1.14 -5.99
H 3.55 -3.35 7.82
H -1.69 -1.98 2.69
C 4.39 -2.87 8.34
O -5.91 -0.12 -0.92
O 1.92 -0.26 7.19
H 1.25 0.91 -1.34
H 1.77 2.12 3.89
O 0.69 2.36 -7.09
H 1.58 -1.20 9.73
C -0.33 0.24 -0.12
C -2.38 -1.99 1.76
H 3.58 0.71 3.17
H 0.48 1.56 -3.98
O 4.13 -0.92 6.91
H -4.74 -0.87 1.23
P 0.02 0.83 -7.06
H -3.45 2.04 0.57
C -0.13 0.74 -10.40
C 1.53 1.08 3.66
H 3.57 -0.93 8.89
C -0.69 1.84 -9.53
H 0.04 -2.01 9.40
H 1.52 -2.56 8.60
O 1.00 0.26 -6.02
H 0.20 0.17 8.20
H 2.09 3.26 -9.25
H -0.01 2.68 -9.44
O -2.67 -3.41 -0.39
C 0.98 -1.67 8.95
N 0.22 0.73 -1.42
C -0.64 1.27 1.08
H -0.41 0.63 -2.73
C 2.09 2.54 -7.21
C -4.37 1.37 0.76
H -1.07 2.15 -3.41
C 0.72 -0.72 7.80
H -2.31 0.68 -0.91

Calculated total energy ... -2561.89005 Eh
Maximum force ... 0.1801 Eh/bohr
SMILES string ... C[C@@]1(N)C[C@](CCO)(CCC(=O)O)NC1=O.CCOP(=O)(OCC)OCC.CCOP(=O)(OCC)OCC
HOMO energy ... -8.8741 eV
HOMO-LUMO gap ... 7.2 eV
Lowest unoccupied orbital energy ... -1.7 eV
Total charge ... 0

---

Repeat the first record exactly.
Formula: C22H48N2O12P2
Source: the OMol25 dataset
Level of theory: ωB97M-V/def2-TZVPD

CARTESIAN COORDINATES (ANGSTROEM)
O 1.42 -1.46 5.20
H 0.32 -1.46 1.37
C 2.78 0.22 3.74
O 3.23 0.09 5.08
H -5.23 -0.84 -0.97
H -1.95 -4.17 1.43
N -1.62 0.48 1.90
C 0.74 -0.77 0.55
H -0.92 0.04 -10.68
O -0.14 2.42 1.29
H 2.62 -0.76 3.28
H 0.15 -0.04 -2.13
H 0.76 0.78 4.38
H 4.38 -3.18 9.39
O -5.34 2.05 -1.52
H 2.32 3.54 -6.80
P 2.69 -1.17 6.02
O -1.08 1.38 -8.25
C -0.52 1.24 -3.66
H 5.28 -0.95 8.57
H -1.59 2.24 -10.01
H -3.97 0.11 2.59
H -5.09 1.95 1.46
H 1.54 -0.09 1.07
H 0.30 1.15 -11.31
H 1.09 1.04 2.66
C -1.85 -0.27 -0.39
C 2.57 2.48 -8.65
C -2.43 -0.52 1.09
H 3.65 2.63 -8.71
C -1.27 0.46 -4.74
C -5.22 1.14 -0.62
C -3.96 -0.05 1.43
C 4.32 -1.36 8.23
H -3.30 -2.66 -0.55
C -1.87 -3.18 0.80
H -2.32 0.38 -4.46
H 2.33 1.51 -9.09
H 0.63 0.16 -9.87
H -0.74 -3.12 0.53
H 1.34 -1.41 -0.22
H 2.65 1.83 -6.60
H -2.02 -1.06 -1.22
H 5.30 -3.25 7.88
H -1.04 0.07 2.67
H 0.04 -1.17 7.08
H -3.43 -2.32 2.16
H -0.88 -0.56 -4.83
O -1.21 1.14 -5.99
H 3.55 -3.35 7.82
H -1.69 -1.98 2.69
C 4.39 -2.87 8.34
O -5.91 -0.12 -0.92
O 1.92 -0.26 7.19
H 1.25 0.91 -1.34
H 1.77 2.12 3.89
O 0.69 2.36 -7.09
H 1.58 -1.20 9.73
C -0.33 0.24 -0.12
C -2.38 -1.99 1.76
H 3.58 0.71 3.17
H 0.48 1.56 -3.98
O 4.13 -0.92 6.91
H -4.74 -0.87 1.23
P 0.02 0.83 -7.06
H -3.45 2.04 0.57
C -0.13 0.74 -10.40
C 1.53 1.08 3.66
H 3.57 -0.93 8.89
C -0.69 1.84 -9.53
H 0.04 -2.01 9.40
H 1.52 -2.56 8.60
O 1.00 0.26 -6.02
H 0.20 0.17 8.20
H 2.09 3.26 -9.25
H -0.01 2.68 -9.44
O -2.67 -3.41 -0.39
C 0.98 -1.67 8.95
N 0.22 0.73 -1.42
C -0.64 1.27 1.08
H -0.41 0.63 -2.73
C 2.09 2.54 -7.21
C -4.37 1.37 0.76
H -1.07 2.15 -3.41
C 0.72 -0.72 7.80
H -2.31 0.68 -0.91

Calculated total energy ... -2561.89005 Eh
Maximum force ... 0.1801 Eh/bohr
SMILES string ... C[C@@]1(N)C[C@](CCO)(CCC(=O)O)NC1=O.CCOP(=O)(OCC)OCC.CCOP(=O)(OCC)OCC
HOMO energy ... -8.8741 eV
HOMO-LUMO gap ... 7.2 eV
Lowest unoccupied orbital energy ... -1.7 eV
Total charge ... 0

---

Question: Which of these has the highest total charge?
Answer: C22H48N3O6PtS5